{
  "formula": "C68H154N8O14",
  "method": "the ωB97M-V functional and the def2-TZVPD basis",
  "species": ["O", "O", "O", "O", "O", "O", "O", "O", "O", "O", "O", "O", "O", "O", "N", "N", "N", "N", "N", "N", "N", "N", "C", "C", "C", "C", "C", "C", "C", "C", "C", "C", "C", "C", "C", "C", "C", "C", "C", "C", "C", "C", "C", "C", "C", "C", "C", "C", "C", "C", "C", "C", "C", "C", "C", "C", "C", "C", "C", "C", "C", "C", "C", "C", "C", "C", "C", "C", "C", "C", "C", "C", "C", "C", "C", "C", "C", "C", "C", "C", "C", "C", "C", "C", "C", "C", "C", "C", "C", "C", "H", "H", "H", "H", "H", "H", "H", "H", "H", "H", "H", "H", "H", "H", "H", "H", "H", "H", "H", "H", "H", "H", "H", "H", "H", "H", "H", "H", "H", "H", "H", "H", "H", "H", "H", "H", "H", "H", "H", "H", "H", "H", "H", "H", "H", "H", "H", "H", "H", "H", "H", "H", "H", "H", "H", "H", "H", "H", "H", "H", "H", "H", "H", "H", "H", "H", "H", "H", "H", "H", "H", "H", "H", "H", "H", "H", "H", "H", "H", "H", "H", "H", "H", "H", "H", "H", "H", "H", "H", "H", "H", "H", "H", "H", "H", "H", "H", "H", "H", "H", "H", "H", "H", "H", "H", "H", "H", "H", "H", "H", "H", "H", "H", "H", "H", "H", "H", "H", "H", "H", "H", "H", "H", "H", "H", "H", "H", "H", "H", "H", "H", "H", "H", "H", "H", "H", "H", "H", "H", "H", "H", "H", "H", "H", "H", "H", "H", "H", "H", "H", "H", "H", "H", "H"],
  "xyz": [[-3.851170, -2.623850, -3.180090], [-8.411860, 7.094660, -1.842370], [-10.298330, 5.894930, -8.148590], [2.347330, -3.426990, -8.306960], [-8.347580, 7.664670, -7.626700], [-1.409690, -3.991520, -19.371360], [-15.148270, -0.957810, -9.014310], [4.203390, -3.068090, -10.184950], [-4.072560, -2.067460, -5.713170], [-7.788920, 0.413790, -16.727620], [-4.262130, -0.879980, -9.640180], [-2.688070, 7.325720, -14.611860], [-0.695810, 5.642390, -8.677660], [-8.145570, -10.831690, -10.744680], [-14.707190, -1.088950, -10.325420], [-8.267930, 6.326120, -0.656090], [-7.256830, -0.799780, -17.092780], [-0.903200, -3.470300, -18.136530], [-3.929390, 7.637110, -15.237670], [-7.367400, -9.847140, -10.186280], [-5.404280, 1.316050, -7.780180], [-1.471860, 5.815760, -5.787760], [-7.179590, -2.476070, -18.868810], [-6.291790, -7.525500, -10.254160], [-12.203640, -0.843960, -10.120250], [-13.055780, -2.147970, -12.023760], [-6.494860, -7.472980, -8.762880], [-0.417820, -4.401610, -17.218660], [-7.944660, -0.377930, -19.460030], [-6.421560, -8.844250, -8.089850], [-6.873270, -11.308700, -8.302160], [-8.853980, -9.547220, -8.192390], [0.792580, -2.453920, -15.953090], [-6.427200, 7.358690, -17.032630], [-10.502460, 5.242980, -0.513250], [-1.474960, -5.485010, -16.805010], [-5.530100, 1.096520, -9.209730], [-8.992930, 5.610640, 1.465590], [-14.684140, 1.263880, -10.976660], [-6.115260, -2.865360, -16.551780], [-5.200140, -2.282300, -3.568900], [-3.065880, 6.595220, -17.446460], [0.095290, -1.441930, -16.995130], [-7.347900, 5.196250, -0.793880], [2.969250, -2.252660, -8.377530], [-10.562980, 6.953110, -7.206610], [-6.026380, 2.388800, -9.713450], [-8.151140, -2.318860, -15.166970], [1.216760, -2.287370, -19.130360], [-7.304470, -8.533000, -10.930320], [-10.072380, 7.533290, 0.349620], [-2.922000, 9.062650, -16.926810], [-5.144770, 8.159760, -17.430780], [3.368680, -1.894520, -9.834650], [-9.519980, -1.636090, -18.046230], [-16.817770, -0.141770, -11.167450], [-13.458440, -0.979110, -12.950850], [-7.779640, 4.070040, -1.738190], [-6.147520, -1.109700, -14.909560], [-8.667830, -7.886750, -11.048440], [-6.958970, -1.756050, -15.987100], [-0.165020, -2.177940, -18.376290], [-3.734600, 7.821090, -16.759450], [-14.980820, -0.563980, -12.780800], [-0.196310, -3.683280, -15.827040], [-5.087060, 6.783160, -14.760070], [-9.439270, 6.093320, 0.079600], [-13.371850, -1.779340, -10.536120], [-9.264310, 7.245760, -6.558000], [-6.659960, -3.490660, -17.842910], [-4.352620, 0.492560, -9.895280], [-8.156340, 4.379520, 1.505060], [0.133650, 5.074310, -9.816270], [-6.942760, 4.589330, 0.619440], [-3.219830, 6.522000, -7.358530], [-3.145680, -1.595170, -9.993400], [-5.243160, 6.901850, -13.285620], [-6.628100, -8.843550, -12.280600], [0.873010, -5.215670, -17.843630], [-1.556000, 4.666880, -8.105640], [-8.040060, -1.280130, -18.272550], [-6.365140, 7.307840, -15.430030], [-5.325940, -2.543140, -5.079760], [-13.211960, -3.072450, -9.700580], [-7.398750, -9.856830, -8.698750], [-1.081190, -1.209020, -19.229470], [-4.993580, 5.197190, -15.012020], [-5.934120, 5.939710, -1.185210], [-2.345880, 5.299490, -6.877430], [-15.282990, -0.110350, -11.279750], [-4.264100, 0.740800, -10.952940], [-6.197010, -2.158050, -5.609900], [-6.460050, 3.627730, 0.444990], [-8.685170, 3.435850, 1.371150], [-5.350860, 7.958630, -13.041290], [-6.004970, -3.722450, -15.887460], [-7.389910, 7.800420, -17.289870], [-5.703860, 6.689130, -0.427940], [-17.289990, -1.118780, -11.270170], [-1.593870, -6.221470, -17.599740], [-9.537500, -10.250280, -8.668420], [-10.171980, 4.220470, -0.695860], [-8.036360, -2.593260, -14.118330], [-9.947300, -2.006520, -18.978040], [0.780720, -5.294400, -18.926860], [-13.653120, 1.459750, -11.271160], [2.515230, -1.864840, -10.512050], [-5.431920, -9.292450, -8.178360], [-6.899830, 3.641680, -2.218330], [-1.273770, -1.669850, -20.198300], [-5.226810, -7.750150, -10.312870], [-6.729050, -0.382580, -14.342790], [-8.331680, 0.606830, -19.198190], [3.720770, -3.808100, -9.809380], [-10.891950, 7.879960, -7.676540], [-5.956160, 4.693460, -14.923720], [-2.610650, 9.233330, -17.957350], [-14.696800, 1.348610, -9.890040], [-0.858000, -1.012240, -16.687370], [-5.864820, -1.843020, -14.154300], [-10.395580, 7.990210, -0.585720], [-2.166340, -1.343640, -9.586310], [1.756510, -3.169610, -18.786230], [-3.289520, 9.972210, -16.451690], [-1.981280, 8.988230, -16.381270], [-3.345140, -2.732440, -3.988630], [-6.224450, 5.259350, 1.091890], [-2.204300, 4.537520, -8.972280], [-11.023010, 5.301620, -8.359360], [-5.784450, -11.344440, -8.338230], [-5.932340, -4.162560, -18.298100], [-11.327700, 5.007390, 0.158740], [-10.759420, 5.550310, -1.526970], [-10.945860, 7.561460, 1.001040], [-5.674290, -6.790430, -8.541750], [-7.475750, -7.081380, -8.493430], [-3.650760, 6.503590, -8.359560], [-3.476620, 0.937650, -9.423450], [-5.134810, 2.984580, -9.909000], [-8.724340, -7.113620, -10.282170], [1.788870, -2.809690, -16.215670], [-6.258560, 1.566920, -7.303360], [-17.433400, 0.446360, -11.848060], [-2.481740, 5.973140, -16.768320], [-12.106940, -0.776970, -9.036610], [-3.253860, -2.679180, -9.957030], [3.909500, -0.949440, -9.883930], [-9.634710, -2.371060, -17.249520], [-9.555280, -8.519030, -11.020970], [-10.199890, -0.800330, -17.880960], [2.242790, -1.506510, -8.055650], [-6.591710, -8.626900, -7.035380], [-7.051770, -11.542510, -7.252600], [-7.281700, -12.151560, -8.859730], [-5.888040, -9.638600, -12.371830], [-6.355680, 0.393890, -9.322940], [-7.527690, -4.095470, -17.579590], [-13.444110, -1.204760, -14.017150], [-6.473640, 2.246460, -10.697220], [-12.907420, -0.073930, -12.695670], [1.882300, -1.453610, -18.906760], [-15.253270, 2.108060, -11.365960], [-7.024070, 0.981630, -16.846690], [-12.227850, 0.106830, -10.652680], [-11.160160, 6.609510, -6.361970], [1.090840, -2.315480, -20.212700], [-5.420030, -3.605910, -5.302820], [-9.906810, 5.394650, 2.019010], [-8.512340, -3.226070, -15.651330], [-8.401250, 3.271220, -1.333730], [-2.519360, 7.357110, -7.354220], [-13.934140, -3.864300, -9.899340], [1.779360, -4.690540, -17.542200], [-11.272750, -1.309300, -10.444270], [-2.788350, 7.782410, -13.773410], [-1.201930, 3.682770, -7.798600], [-9.312570, 8.184660, 0.781490], [1.014050, -6.228740, -17.466930], [0.994670, 5.707280, -10.030980], [-13.637840, -3.038440, -12.261150], [-8.717390, 6.422940, -6.097620], [-7.003680, 0.070620, -19.778560], [2.206410, -3.710450, -7.400660], [0.186000, -4.500560, -15.215490], [-5.358110, -0.449270, -15.268360], [-7.862400, -3.075220, -19.471230], [-0.574710, 5.131440, -10.642730], [-9.354820, 8.090920, -5.875640], [-6.697590, 8.222680, -14.939470], [-8.956960, -1.595030, -15.288680], [-2.861530, 4.384320, -6.586450], [-1.199090, -3.281290, -15.682370], [-4.822840, 5.039980, -16.077020], [-0.840250, 5.060580, -5.562250], [-12.007010, -2.380560, -12.208420], [-13.180560, -2.937090, -8.619470], [-5.071490, -2.553890, -16.591720], [-8.365130, 6.926690, -8.240440], [-7.320430, -9.340480, -12.960190], [-6.065490, 6.293270, -12.909470], [-17.194610, 0.190710, -10.200210], [-4.070690, 4.816760, -14.574240], [-8.827830, -7.241370, -11.912150], [-6.175110, -7.981870, -12.770910], [0.828340, -0.642240, -17.101200], [-7.132470, 6.571040, -15.192480], [-2.323680, 6.973200, -18.149570], [-8.396870, 6.368010, 1.974720], [-0.802410, -0.164310, -19.367190], [-6.796580, 2.857800, -9.101140], [-6.377140, 6.353380, -17.450880], [-8.518110, -0.651230, -20.345790], [-6.466230, -6.533030, -10.669700], [-8.544940, 7.964180, -1.457900], [-1.012170, -6.093260, -16.027860], [-5.146370, 5.187120, -1.151320], [-5.938610, -2.855610, -3.008480], [-3.774920, 6.051940, -18.071140], [-12.255950, -3.495440, -10.009150], [3.899430, -2.214830, -7.810580], [-5.150870, 8.155020, -18.520750], [-15.844630, -1.618070, -9.041690], [-15.121950, 0.289320, -13.444170], [-2.364090, -3.888270, -19.378940], [0.566690, 4.116810, -9.526840], [1.036530, -1.887440, -15.054370], [-5.373340, 9.197480, -17.187900], [-2.072400, -1.024090, -18.815440], [-5.464640, -1.272620, -3.254740], [-5.946330, 6.445340, -2.150760], [-15.569370, -1.403180, -13.151530], [-4.287560, -2.042350, -6.648450], [-4.341370, 6.676810, -12.716200], [-9.042460, -10.489650, -10.758920], [-2.907120, -1.425300, -11.043320], [-0.994770, 6.439190, -6.423230], [-3.941570, 6.803740, -6.591840], [-9.140380, -9.814740, -7.175290], [-6.330850, -2.172080, -19.481440], [-7.858500, 4.328840, 2.552350], [-4.878790, 0.677090, -7.200790], [-9.264260, -8.564260, -8.423820], [-8.290470, 4.372420, -2.652370], [-2.432080, -5.152660, -16.403050]],
  "atomic_forces_ev_per_a": [[-1.2, 0.1, 0.4], [-0.4, -0.8, -0.1], [0.2, 0.3, 0.0], [-1.3, -3.7, -0.4], [-0.4, 0.3, 0.8], [1.3, -0.5, 0.2], [0.3, 0.0, 0.0], [-0.1, 1.8, -0.6], [-1.6, -0.2, 0.5], [-0.3, 1.1, 1.2], [-1.7, -0.9, 1.2], [-0.4, -0.6, -0.4], [3.0, -0.9, -0.3], [-0.1, 0.1, -0.5], [0.7, -1.8, -2.9], [1.8, -0.5, 0.6], [0.2, -1.9, -1.6], [-1.5, 3.3, -1.1], [-1.8, 0.2, -1.1], [2.4, 1.9, 1.3], [1.4, 0.2, 1.2], [-1.0, -0.5, -1.6], [-0.5, -1.4, 1.2], [-1.5, -1.2, 0.6], [0.3, -0.6, -0.1], [-1.8, 1.0, -0.3], [-0.1, 0.0, -0.2], [1.2, -2.8, 0.8], [-0.6, 3.8, -0.1], [0.7, 0.6, -0.7], [-0.4, 0.7, 0.7], [-0.5, -1.3, -0.3], [-2.0, 0.0, -0.6], [2.3, 0.2, 2.7], [-0.2, -2.1, -0.9], [0.9, -0.6, -0.7], [-2.5, -1.4, 1.5], [-1.1, -0.2, -0.1], [-0.4, 0.7, 0.5], [0.7, -1.3, -0.9], [0.5, -0.2, -0.5], [0.3, 0.9, -0.3], [1.4, -2.2, -0.1], [2.6, 1.4, 0.1], [0.6, 4.3, -0.7], [0.2, -1.4, 0.6], [0.4, 0.7, -2.3], [-1.4, -0.3, -1.7], [-0.5, -0.5, 0.5], [2.0, -1.3, -0.6], [0.3, -0.4, -0.4], [1.9, 0.7, 0.5], [-1.2, 0.1, 0.2], [0.3, -2.8, 1.0], [0.0, -0.2, -0.1], [-1.0, 0.2, 1.0], [-2.0, 0.2, 0.4], [0.5, 0.0, -1.3], [0.1, 2.0, 0.7], [-0.3, 1.5, -0.1], [-0.5, -0.1, 1.2], [0.3, 1.7, -0.2], [-1.7, -0.9, 0.8], [2.0, -0.1, 1.4], [1.7, 1.0, -2.1], [0.6, -1.6, -1.5], [-1.6, 2.5, 2.0], [0.7, 0.9, 0.7], [2.3, 1.0, -1.5], [-0.5, 0.7, 0.3], [2.0, 0.6, 0.7], [0.7, -0.3, 0.7], [-1.4, 1.3, 1.8], [-1.0, -0.1, -0.9], [1.0, -0.4, 1.0], [1.6, 0.0, -2.2], [0.6, 1.3, 1.1], [-0.8, -0.9, -1.3], [-0.9, 0.7, 1.3], [-1.3, 1.8, -0.5], [2.1, -1.9, -0.8], [-0.9, -1.1, -1.2], [0.8, -0.1, -0.4], [-0.1, 0.0, -0.3], [-0.9, -1.0, 0.5], [-0.6, -0.8, 0.2], [0.8, 1.8, -2.0], [-1.3, -1.2, -0.2], [-0.3, -0.4, -1.8], [0.1, -0.8, -1.4], [-0.5, -0.2, -0.3], [0.0, 0.8, 0.4], [0.3, 0.1, -0.2], [-0.2, 0.1, -0.6], [-0.7, 0.2, 0.1], [-0.5, 0.2, 0.7], [0.3, 0.3, -0.4], [-0.3, -0.1, 0.1], [0.7, -0.5, -0.1], [-0.5, 0.3, -0.3], [-0.1, -0.1, -0.7], [0.6, -0.1, 0.1], [0.6, 0.4, -0.1], [0.3, -0.6, -0.1], [0.0, 0.3, 0.1], [0.0, -0.5, -0.3], [-0.1, 0.1, 0.1], [0.2, 0.3, 0.0], [0.3, -0.4, 0.5], [0.2, 0.2, -0.1], [-0.1, -0.5, -1.0], [-0.6, 0.0, 0.0], [-1.1, 0.2, 0.3], [-0.1, -0.2, 0.0], [-0.4, -0.2, -0.1], [0.2, -0.1, 1.1], [-0.4, 0.1, -0.1], [0.0, 0.2, 0.1], [0.1, -0.3, 0.6], [0.5, 0.0, -0.4], [-0.1, -0.1, -0.1], [-0.2, 0.4, 1.2], [-0.1, 0.1, -0.3], [-0.9, -0.1, -0.4], [0.3, -0.6, 0.0], [0.1, 0.2, -0.2], [-0.1, 0.0, 0.1], [-1.1, -0.9, 0.4], [-0.3, 0.4, 0.3], [0.0, 0.1, -0.6], [0.0, 0.0, 0.0], [-0.4, 0.9, -0.1], [-0.6, 0.5, 0.3], [0.1, -0.5, 0.1], [-0.3, 0.1, 1.4], [0.1, 0.6, 0.0], [-0.1, -0.5, 0.2], [0.4, 0.5, 0.0], [-0.3, 0.8, 0.4], [-0.5, -0.3, 0.6], [-0.1, 0.1, -0.9], [0.0, -0.1, -0.3], [0.8, 0.5, -0.5], [-0.4, -0.1, 0.1], [-0.3, 0.6, 0.0], [-0.6, 0.1, 0.6], [0.3, -0.4, 0.0], [-0.2, 0.0, -0.2], [0.2, -0.3, 0.2], [0.5, 0.4, 0.6], [0.3, 0.8, 0.4], [-0.3, -0.7, 0.1], [-0.4, 0.3, 0.2], [-0.1, 0.4, -0.3], [0.5, 0.1, 1.4], [-0.1, -0.6, -0.5], [0.0, -0.3, 0.2], [0.9, -0.1, 0.0], [-0.1, 0.0, -0.2], [0.5, -0.2, -0.4], [-0.3, 0.3, 0.1], [-0.3, -0.1, -0.1], [-0.2, 0.5, 0.1], [-0.2, 0.1, 0.5], [-0.9, 0.0, -0.4], [-0.1, -0.2, 0.0], [0.4, -0.3, 0.4], [-0.1, 0.4, 0.3], [-0.2, -0.2, 0.0], [0.3, 0.1, 0.4], [0.1, 0.2, -0.2], [-0.4, 0.2, -0.2], [0.1, 0.0, -0.3], [0.2, -0.1, 0.0], [0.3, 0.2, 0.1], [1.0, 0.1, -0.1], [0.1, 0.0, 0.1], [-0.4, -0.1, 0.2], [-0.3, 0.4, 0.3], [-0.1, -0.1, -0.3], [-0.8, -0.3, 0.5], [0.8, -1.3, 0.1], [0.1, 0.1, 0.0], [-0.4, 0.5, 0.6], [0.7, -0.6, -0.2], [0.0, 0.3, -0.6], [0.4, -0.8, -0.3], [0.0, -0.1, 0.1], [0.2, 0.3, -0.4], [-0.2, 0.0, 0.5], [-0.8, 0.5, 0.6], [0.0, -0.3, 1.0], [0.2, 0.2, -0.3], [0.4, 0.0, 0.2], [0.0, 0.0, 0.5], [0.0, 0.3, -0.1], [0.1, 0.5, -0.7], [0.1, -0.1, -0.2], [-0.7, 0.6, -0.3], [0.0, 0.2, 0.0], [0.4, 0.2, 0.3], [-0.6, -0.4, 0.6], [0.5, -0.4, -0.6], [-0.4, 0.2, 0.1], [-0.3, 0.2, -0.5], [-0.2, 0.0, 0.5], [0.1, 0.1, -0.1], [-0.3, 0.4, -0.1], [1.2, -0.2, 0.0], [0.5, 0.0, 0.2], [-0.1, -0.1, 0.2], [0.1, -0.6, 0.2], [0.0, 0.0, -0.3], [0.2, 0.3, -0.2], [0.1, 0.1, 0.2], [0.1, 0.0, -0.2], [0.2, -0.7, -0.1], [0.0, -0.4, 0.4], [0.2, 0.0, 0.1], [0.0, 0.1, 0.3], [1.0, -0.1, -0.2], [-0.3, 0.0, 0.7], [-0.3, 0.1, 0.1], [-0.1, 0.2, 0.5], [-0.6, -0.3, -0.3], [-0.7, -0.2, 0.5], [0.2, 0.1, 0.2], [-0.2, -0.7, 0.6], [0.5, 0.5, -0.5], [-0.1, -0.3, 0.0], [-0.4, 0.1, 0.4], [0.3, 0.1, -0.3], [0.1, -0.7, -0.2], [-0.7, 0.0, 0.0], [-0.2, 0.1, -0.7], [1.2, 0.7, 0.8], [-0.3, -0.3, -0.2], [0.9, 0.4, 0.5], [-0.3, 0.6, 0.0], [0.4, -0.3, 0.1], [0.0, -0.3, -0.4], [0.5, 0.1, 0.0], [-0.4, 0.7, 0.2], [0.0, 0.4, -0.3]],
  "mulliken_charge": [-0.53, -0.44, -0.52, -0.54, -0.54, -0.52, -0.47, -0.54, -0.58, -0.48, -0.23, -0.46, -0.40, -0.42, 0.46, 0.36, 0.22, 0.80, 0.13, 0.10, -0.62, -0.72, -1.05, -1.33, -1.56, -0.95, -0.65, 1.18, -2.16, -1.11, -1.67, -1.60, -0.71, -0.65, -1.73, -1.86, 1.00, -1.15, -1.78, -1.37, -0.29, -1.74, -1.12, 1.20, -0.34, -0.17, -1.51, -2.00, -1.51, 1.53, -2.08, -1.90, -1.33, -0.36, -1.63, -2.00, -0.73, -1.71, -2.51, -1.45, 2.63, 1.24, 1.65, -1.12, -1.21, 1.93, 1.58, 1.01, -0.43, -0.95, -0.78, -0.68, -0.71, -1.10, -1.14, -0.95, -2.26, -1.86, -1.72, -0.60, 1.53, -1.35, -0.32, -1.80, 1.34, -1.85, -1.76, -1.72, 0.07, 1.56, 0.36, 0.41, 0.40, 0.35, 0.51, 0.32, 0.43, 0.45, 0.43, 0.45, 0.41, 0.35, 0.38, 0.46, 0.38, 0.29, 0.23, 0.43, 0.47, 0.43, 0.43, 0.51, 0.49, 0.32, 0.23, 0.45, 0.42, 0.37, 0.37, 0.46, 0.49, 0.36, 0.34, 0.42, 0.44, 0.36, 0.42, 0.24, 0.27, 0.36, 0.40, 0.41, 0.34, 0.37, 0.37, 0.30, 0.31, 0.35, 0.20, 0.35, 0.32, 0.19, 0.39, 0.27, 0.38, 0.29, 0.31, 0.34, 0.21, 0.32, 0.32, 0.37, 0.40, 0.35, 0.42, 0.08, 0.35, 0.37, 0.33, 0.30, 0.32, 0.44, 0.37, 0.28, 0.30, 0.35, 0.25, 0.44, 0.30, 0.31, 0.30, 0.43, 0.39, 0.40, 0.34, 0.41, 0.45, 0.39, 0.26, 0.41, 0.28, 0.43, 0.32, 0.49, 0.48, 0.37, 0.26, 0.27, 0.41, 0.47, 0.44, 0.39, 0.40, 0.28, 0.47, 0.39, 0.46, 0.31, 0.41, 0.37, 0.44, 0.33, 0.41, 0.37, 0.41, 0.43, 0.49, 0.34, 0.37, 0.45, 0.30, 0.38, 0.45, 0.35, 0.47, 0.45, 0.27, 0.38, 0.40, 0.29, 0.42, 0.35, 0.43, 0.31, 0.30, 0.42, 0.46, 0.35, 0.20, 0.34, 0.41, 0.22, 0.48, 0.35, 0.38, 0.36, 0.33, 0.42, 0.47, 0.40, 0.12, 0.31, 0.34, 0.32],
  "homo_lumo_gap_ev": 7.988,
  "de_lowest_ev": 8.497,
  "max_force_ha_per_bohr": 0.0855,
  "e_tot_ha": -4174.0003,
  "e_lumo_ev": -0.10,
  "e_homo_ev": -8.092,
  "mol_weight_g_mol": 1308.0,
  "smiles": "CC1(C)CCCC(C)(C)N1O.CC1(C)CCCC(C)(C)N1O.CC1(C)CCCC(C)(C)N1O.CC1(C)CCCC(C)(C)N1O.CC1(C)CCCC(C)(C)N1O.CC1(C)CCCC(C)(C)N1O.COC[C@H](C)N.COC[C@H](C)N.OCCO.OCCO.OCCO",
  "total_charge": 0
}